1.
# C41H32CoNO2P2S2

A structure of composition C41H32CoNO2P2S2 at a distorted geometry (ωB97M-V/def2-TZVPD, the OMol25 dataset).

```
81
Properties=species:S:1:pos:R:3:forces:R:3:lowdin_spin:R:1
Co -0.405194 -0.351508 0.334268 1.0 0.1 0.3 0.898
O 1.416290 -0.552191 -0.361065 0.0 -0.1 0.0 -0.005
S 2.694007 0.218051 -0.144918 0.0 0.1 0.0 -0.001
C 2.516233 1.770126 -1.013705 -0.1 0.0 0.0 0.000
C 3.573438 2.084618 -1.858325 0.0 0.0 0.0 0.000
C 3.509379 3.233146 -2.632063 0.0 0.0 0.0 0.000
C 2.384151 4.041778 -2.569503 0.0 0.0 0.0 0.000
C 1.327490 3.710352 -1.732856 0.0 0.0 0.0 0.001
C 1.370894 2.565968 -0.944176 0.1 -0.1 0.1 0.002
P 0.025513 2.192984 0.242734 -0.6 -0.1 -0.2 0.009
C 0.125856 3.720724 1.253938 0.0 0.0 0.0 0.002
C 1.200424 3.851910 2.134862 0.0 0.0 0.0 0.001
C 1.372904 5.011890 2.871864 0.0 0.0 0.0 0.000
C 0.473007 6.060835 2.738611 0.0 0.0 0.0 0.001
C -0.588099 5.945446 1.854190 0.0 0.0 0.0 0.000
C -0.759569 4.785218 1.109410 0.0 0.0 0.0 0.001
C -1.500695 2.375885 -0.738846 0.1 0.0 -0.1 0.001
C -2.709330 2.548982 -0.062155 0.0 0.0 0.0 0.001
C -3.906726 2.537552 -0.756495 0.0 0.0 0.0 0.000
C -3.916266 2.321749 -2.128779 0.0 0.0 0.0 0.001
C -2.722816 2.116656 -2.802336 0.0 0.0 0.0 0.000
C -1.518365 2.143696 -2.112145 0.0 0.0 0.0 0.003
C 2.866987 0.777193 1.567118 0.0 0.0 0.0 0.000
C 4.052521 1.489507 1.739493 0.0 0.0 0.0 0.000
C 4.431395 1.922293 2.996079 0.0 0.0 0.0 0.000
C 3.642017 1.609254 4.095072 0.0 0.0 0.0 0.001
C 2.480820 0.878511 3.921233 0.0 0.0 0.0 0.002
C 2.055377 0.456420 2.658318 0.0 0.0 0.0 0.006
P 0.504977 -0.515304 2.518764 -0.1 0.0 -0.1 0.039
C 1.001777 -2.081793 3.293134 0.0 0.0 0.0 0.006
C 0.906535 -2.323333 4.662239 0.0 0.0 0.0 0.003
C 1.373189 -3.517804 5.189741 0.0 0.0 0.0 0.000
C 1.943185 -4.471831 4.357289 0.0 0.0 0.0 0.001
C 2.042199 -4.235344 2.993756 0.0 0.0 0.0 0.000
C 1.567729 -3.045914 2.460796 0.0 0.0 0.0 0.002
C -0.678905 0.237541 3.669717 0.0 0.0 0.0 0.004
C -0.666199 1.581969 4.022982 0.0 0.0 0.0 0.004
C -1.726777 2.133646 4.732019 0.0 0.0 0.0 0.000
C -2.807492 1.345885 5.094740 0.0 0.0 0.0 0.004
C -2.828465 0.000527 4.744094 0.0 0.0 0.0 -0.001
C -1.777871 -0.547453 4.028554 0.0 0.0 0.0 0.003
H 4.433565 1.428989 -1.916588 0.0 0.0 0.0 0.000
H 4.330154 3.487670 -3.288533 0.0 0.0 0.0 0.000
H 2.326531 4.935802 -3.175847 0.0 0.0 0.0 0.000
H 0.455948 4.352376 -1.686030 0.0 0.0 0.0 0.000
H 1.916099 3.047025 2.245429 0.0 0.0 0.0 0.000
H 2.212149 5.095920 3.550323 0.0 0.0 0.0 0.000
H 0.603884 6.966615 3.315570 0.0 0.0 0.0 0.000
H -1.286931 6.762835 1.734510 0.0 0.0 0.0 0.000
H -1.587288 4.721474 0.416807 0.0 0.0 0.0 0.000
H -2.716180 2.675298 1.014730 0.0 0.0 0.0 0.000
H -4.836906 2.689075 -0.224198 0.0 0.0 0.0 0.000
H -4.853210 2.308556 -2.669619 0.0 0.0 0.0 0.000
H -2.724147 1.936042 -3.869059 0.0 0.0 0.0 0.000
H -0.594829 1.976594 -2.652355 0.0 0.0 0.0 0.000
H 4.683252 1.707728 0.885088 0.0 0.0 0.0 0.000
H 5.347516 2.483923 3.118245 0.0 0.0 0.0 0.000
H 3.938401 1.923460 5.086890 0.0 0.0 0.0 0.000
H 1.875456 0.628015 4.783716 0.0 0.0 0.0 0.000
H 0.460863 -1.585232 5.317644 0.0 0.0 0.0 0.000
H 1.292789 -3.703504 6.252699 0.0 0.0 0.0 0.000
H 2.306692 -5.402405 4.772725 0.0 0.0 0.0 0.000
H 2.479223 -4.980644 2.342562 0.0 0.0 0.0 0.000
H 1.621876 -2.870772 1.392926 0.0 0.0 0.0 0.000
H 0.167203 2.213970 3.749060 0.0 0.0 0.0 0.000
H -1.700078 3.181972 5.000534 0.0 0.0 0.0 0.000
H -3.629378 1.773915 5.653344 0.0 0.0 0.0 0.000
H -3.666539 -0.622538 5.029273 0.0 0.0 0.0 0.000
H -1.810533 -1.594780 3.747047 0.0 0.0 0.0 0.000
O -2.195183 -0.254578 0.805477 -0.1 0.0 0.0 -0.001
N -2.874925 -1.413486 0.797622 0.0 0.1 0.0 0.000
C -4.122792 -1.371432 1.314518 0.0 0.0 0.0 -0.001
C -4.907949 -2.486711 1.322200 0.0 0.0 0.0 0.001
C -4.394047 -3.671975 0.781865 0.0 0.0 0.0 -0.001
C -3.125244 -3.686350 0.263717 0.0 0.0 0.0 0.001
C -2.328484 -2.528861 0.269154 0.0 -0.1 -0.1 0.000
S -0.726999 -2.444109 -0.345351 -0.4 0.1 -0.1 0.010
H -4.406801 -0.403804 1.699198 0.0 0.0 0.0 0.000
H -5.902133 -2.435079 1.739281 0.0 0.0 0.0 0.000
H -4.993282 -4.571933 0.773711 0.0 0.0 0.0 0.000
H -2.697270 -4.583002 -0.160633 0.0 0.0 0.0 0.000
```
Forces are in eV/Å.

Its gap between HOMO and LUMO (alpha / beta) is 7.24 / 7.93 eV. The value obtained for the energy above the lowest of the compared OMol25 structures with the same formula, charge and spin is 29.0 kJ/mol. The value obtained for the energy is -4648.4639 hartree. The spin multiplicity is 2. The expectation value of S² is 0.787. As for the charge: +1. The LUMO energy (alpha / beta) comes out at -2.527 / -2.434 eV.

=====

2.
# C2H2F2O2S

A structure of composition C2H2F2O2S at a distorted geometry (ωB97M-V/def2-TZVPD, the OMol25 dataset).

```
9
Properties=species:S:1:pos:R:3:forces:R:3:lowdin_spin:R:1
C 1.029946 1.042640 -0.799759 -0.1 -1.7 2.4 0.137
C 0.881320 0.214133 0.211720 3.1 0.5 0.5 0.678
O -1.895399 0.068124 1.117526 -0.9 -0.1 0.3 0.219
O -1.595865 -1.319674 -1.000539 -1.5 -0.8 -2.2 0.224
F 1.330806 0.182122 1.455237 0.3 0.3 -0.8 0.170
F -0.691472 -2.145343 1.082476 -0.4 1.1 -0.3 0.144
S -1.175523 -0.780855 0.223612 -0.8 -1.3 2.3 0.398
H 0.384369 0.962220 -1.585628 -1.1 -0.4 -2.4 0.005
H 1.731817 1.776629 -0.704646 1.5 2.5 0.2 0.023
```
Forces are in eV/Å.

Its gap between HOMO and LUMO (alpha / beta) is 8.48 / 6.48 eV. The value obtained for the energy above the lowest of the compared OMol25 structures with the same formula, charge and spin is 0.0 kJ/mol. The value obtained for the energy is -825.5590 hartree. The spin multiplicity is 3. The expectation value of S² is 2.007. The LUMO energy (alpha / beta) comes out at 0.709 / -4.295 eV.

=====

3.
# C2H3NOS2

An isolated molecule of C2H3NOS2 at a distorted geometry (ωB97M-V/def2-TZVPD, the OMol25 dataset).

```
9
Properties=species:S:1:pos:R:3:forces:R:3:lowdin_charge:R:1
C 0.144912 0.873368 -0.040043 -0.3 -3.3 -1.5 -0.591
C -0.849344 -0.141572 0.664699 0.6 0.9 -5.2 -0.589
N 0.612516 0.455112 -1.333017 -2.2 -2.4 2.0 -0.409
O 0.538490 1.883919 0.417043 0.2 1.5 0.9 0.120
S -2.434884 0.426188 0.219916 -1.3 0.3 -0.1 0.712
S 0.425028 -1.034187 -2.012233 0.0 0.3 0.0 0.684
H -0.799683 -1.164935 0.263653 0.4 0.3 0.2 0.031
H -0.601487 -0.020619 1.603214 0.8 0.0 5.2 0.006
H 1.132444 1.097977 -1.802074 1.8 2.3 -1.5 0.034
```
Forces are in eV/Å.

Its gap between HOMO and LUMO (alpha / beta) is 6.92 / 7.59 eV. The value obtained for the energy above the lowest of the compared OMol25 structures with the same formula, charge and spin is 259.6 kJ/mol. The value obtained for the energy is -1004.2887 hartree. The LUMO energy (alpha / beta) comes out at -2.285 / -1.782 eV.

=====

4.
# C3H12NO4

A structure of composition C3H12NO4 at a distorted geometry (ωB97M-V/def2-TZVPD, the OMol25 dataset).

```
20
Properties=species:S:1:pos:R:3:forces:R:3:lowdin_charge:R:1
C -0.182808 -1.874261 0.242733 -2.1 0.6 -1.5 -0.389
O 1.143349 -1.890071 0.412778 1.7 0.5 0.1 -0.215
C -0.823018 -0.441452 0.176171 -0.1 0.7 -2.4 -0.332
C -0.876280 0.176299 -1.358703 1.7 0.1 2.0 -0.245
O -1.353097 1.505677 -1.351762 1.9 2.3 1.8 -0.194
N -2.144089 -0.172886 0.773157 1.1 -0.4 0.6 0.010
H -0.764755 -2.342299 1.008426 -0.3 -0.8 1.3 0.075
H -0.459722 -2.458429 -0.671003 -0.1 0.3 -0.1 0.097
H -0.152900 0.073985 0.812406 0.9 1.2 0.1 0.086
H 0.123222 0.266617 -1.806415 0.1 -0.8 0.2 0.099
H -1.483627 -0.447433 -2.011993 -0.4 0.0 0.1 0.095
H -0.560207 2.070156 -0.837658 -2.4 -2.2 -1.7 0.134
H -2.324284 0.860613 0.755180 -0.2 -1.8 -0.6 0.082
H -2.742480 -0.785761 0.250130 -1.2 0.7 -0.1 0.046
H 1.775711 -0.835708 0.562572 -0.1 -0.8 0.7 0.015
H 2.390027 -0.215552 1.968641 -0.2 0.1 0.4 -0.004
O 2.452850 0.060042 1.059152 -0.4 0.1 -1.5 -0.258
H 1.583551 1.092866 0.282317 -0.3 2.9 0.0 0.093
H 1.783117 2.546862 -0.571270 1.4 0.6 -0.9 -0.019
O 1.148600 2.101950 -0.059498 -0.9 -3.2 1.6 -0.176
```
Forces are in eV/Å.

Its gap between HOMO and LUMO is 8.26 eV. The value obtained for the energy above the lowest of the compared OMol25 structures with the same formula, charge and spin is 165.7 kJ/mol. The value obtained for the energy is -477.1965 hartree. As for the charge: -1. The LUMO energy comes out at 3.903 eV.

=====

- Which formula does entry 1 have?
  C41H32CoNO2P2S2

=====

- energy of number 1 (C41H32CoNO2P2S2)?
  -4648.4639 hartree

=====

- The highest energy belongs to which entry?
  C3H12NO4

=====

- Number 4 is which compound?
  C3H12NO4